Version one
One molecule with the formula C5H5NO2, computed with ωB97M-V/def2-TZVPD.

Bonds (Å) are listed after each position.
CARTESIAN COORDINATES (ANGSTROEM)
1 C -1.8530 -1.2698 0.3231  C2 1.368, H6 1.078, H7 1.022
2 C -0.6835 -0.5986 0.0929  C1 1.368, C5 1.410, O12 1.334
3 C 1.6530 -0.8680 -0.1454  C4 1.364, H8 1.026, O12 1.370
4 C 1.9177 0.3981 0.2889  C3 1.364, H9 1.091, N11 1.507
5 C -0.5658 0.7868 -0.1395  C2 1.410, N11 1.431, O13 1.239
6 H -2.7457 -0.6726 0.4182  C1 1.078
7 H -1.6761 -2.2710 0.2148  C1 1.022
8 H 2.3219 -1.6232 -0.3353  C3 1.026
9 H 2.9112 0.8474 0.3276  C4 1.091
10 H 0.8805 2.2204 -0.1091  N11 0.972
11 N 0.7224 1.3117 0.1959  C4 1.507, C5 1.431, H10 0.972
12 O 0.3682 -1.3120 -0.3128  C2 1.334, C3 1.370
13 O -1.5630 1.5153 -0.2381  C5 1.239

Output
2S+1: 1
E_HOMO: -8.51 eV
Total charge: 0

Mulliken charges in e: C -1.048; C 0.518; C -0.248; C -0.379; C 0.473; H 0.334; H 0.381; H 0.473; H 0.369; H 0.268; N -0.155; O -0.375; O -0.612

***

Version two
One molecule with the formula C5H5NO2, computed with ωB97M-V/def2-TZVPD.

Bonds (Å) are listed after each position.
CARTESIAN COORDINATES (ANGSTROEM)
1 C -1.9383 -0.0819 -0.8248  H6 1.255, H7 1.040, H8 1.151, O12 1.488
2 C -0.0621 0.6189 0.2285  C3 1.445, C5 1.565, O12 1.295
3 C 1.1432 1.3530 0.5379  C2 1.445, H9 1.101, N11 1.475
4 C 1.7238 -0.7990 0.9942  C5 1.416, H10 1.150, N11 1.359
5 C 0.5415 -0.8248 0.2150  C2 1.565, C4 1.416, O13 1.179
6 H -2.6137 0.6223 -1.6145  C1 1.255
7 H -1.3104 -0.6786 -1.4011  C1 1.040
8 H -2.3204 -0.5332 0.1623  C1 1.151
9 H 1.3129 2.4214 0.3331  C3 1.101
10 H 2.1861 -1.8306 1.2075  C4 1.150
11 N 2.2359 0.4595 0.9666  C3 1.475, C4 1.359
12 O -1.0642 1.0650 -0.4597  C1 1.488, C2 1.295
13 O 0.1657 -1.7922 -0.3451  C5 1.179

Output
2S+1: 1
E_HOMO: -8.44 eV
Total charge: 0

Mulliken charges in e: C -0.627; C 0.340; C -0.446; C -0.241; C 0.730; H 0.228; H 0.361; H 0.281; H 0.393; H 0.303; N -0.462; O -0.356; O -0.505

***

Version three
One molecule with the formula C5H5NO2, computed with ωB97M-V/def2-TZVPD.

Bonds (Å) are listed after each position.
CARTESIAN COORDINATES (ANGSTROEM)
1 C -2.6212 -0.0787 -0.0049  H6 1.104, H7 1.123, H8 1.081, O12 1.429
2 C -0.3220 -0.0161 0.0176  C5 1.535, N11 1.272, O12 1.305
3 C 1.1707 -1.5117 -0.0151  C4 1.341, H9 1.073, N11 1.448
4 C 1.9686 -0.4346 0.0245  C3 1.341, C5 1.473, H10 1.052
5 C 1.0334 0.7034 -0.0084  C2 1.535, C4 1.473, O13 1.209
6 H -2.5990 -0.8127 -0.8294  C1 1.104
7 H -2.6961 -0.5939 0.9900  C1 1.123
8 H -3.4280 0.6328 -0.1084  C1 1.081
9 H 1.4941 -2.5310 -0.1069  C3 1.073
10 H 3.0165 -0.3457 0.0292  C4 1.052
11 N -0.2591 -1.2870 0.0148  C2 1.272, C3 1.448
12 O -1.4177 0.6923 -0.0124  C1 1.429, C2 1.305
13 O 1.2490 1.8934 -0.0076  C5 1.209

Output
2S+1: 1
E_HOMO: -9.42 eV
Total charge: 0

Mulliken charges in e: C -0.619; C 0.460; C -0.382; C -0.588; C 0.817; H 0.307; H 0.287; H 0.242; H 0.441; H 0.451; N -0.551; O -0.332; O -0.533

***

What should be chosen as the least stable of them? Choose version two.

***

Version one
One molecule with the formula C2H3NOS, computed with ωB97M-V/def2-TZVPD.

Bonds (Å) are listed after each position.
CARTESIAN COORDINATES (ANGSTROEM)
1 C 0.7886 -0.4103 -0.8496  C2 1.452, N3 1.169
2 C 0.4249 0.4089 0.2934  C1 1.452, O4 1.339, S5 2.149, H6 1.147
3 N 0.9120 -0.8580 -1.9226  C1 1.169
4 O 0.4016 -0.2080 1.4811  C2 1.339, H7 0.929
5 S -1.5234 1.0762 -0.3224  C2 2.149, H8 1.467
6 H 1.2202 1.2187 0.4584  C2 1.147
7 H -0.0751 -1.0052 1.4603  O4 0.929
8 H -2.1487 -0.2223 -0.5986  S5 1.467

Output
2S+1: 1
E_HOMO: -9.79 eV
Total charge: 0

Mulliken charges in e: C 0.260; C -0.081; N -0.362; O -0.451; S -0.213; H 0.319; H 0.368; H 0.161

***

Version two
One molecule with the formula C2H3NOS, computed with ωB97M-V/def2-TZVPD.

Bonds (Å) are listed after each position.
CARTESIAN COORDINATES (ANGSTROEM)
1 C -0.6182 -1.2678 -0.2970  N3 1.265, O4 1.175
2 C 0.0361 0.9512 0.3901  N3 1.478, H6 1.150, H7 1.121, H8 1.135
3 N 0.2788 -0.3809 -0.2023  C1 1.265, C2 1.478, S5 1.810
4 O -1.3559 -2.1543 -0.5196  C1 1.175
5 S 1.8839 -0.7126 -0.9706  N3 1.810
6 H 0.0221 1.7660 -0.4215  C2 1.150
7 H -1.0006 0.7360 0.7580  C2 1.121
8 H 0.7539 1.0625 1.2627  C2 1.135

Output
2S+1: 1
E_HOMO: -8.04 eV
Total charge: 0

Mulliken charges in e: C 0.709; C -0.685; N -0.152; O -0.326; S -0.376; H 0.258; H 0.289; H 0.283

***

Version three
One molecule with the formula C2H3NOS, computed with ωB97M-V/def2-TZVPD.

Bonds (Å) are listed after each position.
CARTESIAN COORDINATES (ANGSTROEM)
1 C -1.5415 0.4056 0.0186  N3 1.824, O4 1.168, S5 1.640
2 C 1.0598 -0.1462 0.0468  N3 1.417, H6 1.053, H7 1.217, H8 1.124
3 N -0.1561 -0.6386 0.5834  C1 1.824, C2 1.417, S5 1.818
4 O -1.9704 1.4920 0.0492  C1 1.168
5 S -1.5783 -1.1767 -0.4123  C1 1.640, N3 1.818
6 H 1.3812 0.6698 0.6296  C2 1.053
7 H 1.9613 -0.9639 0.0193  C2 1.217
8 H 0.8440 0.3580 -0.9346  C2 1.124

Output
2S+1: 1
E_HOMO: -9.26 eV
Total charge: 0

Mulliken charges in e: C 0.540; C -0.582; N -0.289; O -0.367; S -0.046; H 0.286; H 0.213; H 0.245

***

What should be chosen as the least stable of them? Choose version three.

***

Version one
A 2-piece molecular cluster, C6H15NS overall, computed with ωB97M-V/def2-TZVPD.

Bonds (Å) are listed after each position.
CARTESIAN COORDINATES (ANGSTROEM)
1 C 0.2094 2.9457 -1.9213  C2 1.496, H5 1.094, H6 1.095, H7 1.086
2 C 1.0001 2.4316 -0.7597  C1 1.496, C3 1.326, H8 1.085
3 C 1.4383 1.1847 -0.6562  C2 1.326, N4 1.449, H9 1.090
4 N 1.9611 0.6005 0.5620  C3 1.449, H10 1.022, H12 1.023
5 H 0.4024 2.3136 -2.7926  C1 1.094
6 H -0.8664 2.9254 -1.7201  C1 1.095
7 H 0.5649 3.9432 -2.1628  C1 1.086
8 H 1.1781 3.1195 0.0599  C2 1.085
9 H 1.4273 0.4164 -1.4295  C3 1.090
10 H 1.8542 1.3428 1.2568  N4 1.022
11 H 1.2069 -0.6794 0.9769  S16 1.471
12 H 2.9658 0.4965 0.4010  N4 1.023
13 C -1.4316 -1.6263 -0.5041  C14 1.545, H17 1.095, H18 1.094, H19 1.094
14 C -1.7406 -2.3381 0.8324  C13 1.545, C15 1.529, H20 1.088, H21 1.108
15 C -0.8037 -1.8570 1.9411  C14 1.529, S16 1.810, H22 1.091, H23 1.098
16 S 0.9684 -1.9923 1.5970  H11 1.471, C15 1.810
17 H -1.5484 -0.5413 -0.4147  C13 1.095
18 H -2.0674 -2.0011 -1.3110  C13 1.094
19 H -0.4039 -1.8639 -0.7954  C13 1.094
20 H -2.7869 -2.1723 1.0817  C14 1.088
21 H -1.4729 -3.4117 0.7663  C14 1.108
22 H -1.0161 -2.4316 2.8441  C15 1.091
23 H -1.0390 -0.8049 2.1483  C15 1.098

Output
2S+1: 1
E_HOMO: -7.98 eV
Total charge: 0

Mulliken charges in e: C -1.165; C -0.182; C -0.160; N -0.496; H 0.308; H 0.255; H 0.364; H 0.296; H 0.318; H 0.241; H 0.159; H 0.295; C -1.043; C -0.352; C -0.658; S -0.321; H 0.261; H 0.362; H 0.276; H 0.312; H 0.261; H 0.327; H 0.340

***

Version two
A 2-piece molecular cluster, C6H15NS overall, computed with ωB97M-V/def2-TZVPD.

Bonds (Å) are listed after each position.
CARTESIAN COORDINATES (ANGSTROEM)
1 C -1.1379 0.2090 -0.9915  N2 1.456, C7 1.585, H9 1.114, H10 1.099
2 N -0.1053 0.3312 0.0280  C1 1.456, C3 1.436, H11 0.998
3 C 1.2145 -0.0001 -0.4311  N2 1.436, C4 1.499, C6 1.493, H12 1.108
4 C 2.2058 0.8976 0.2456  C3 1.499, S5 1.860, H13 1.115, H14 1.102
5 S 3.9212 0.7409 -0.4571  C4 1.860
6 C 1.4553 -1.4622 -0.2484  C3 1.493, H16 1.113, H17 1.084, H18 1.111
7 C -2.4848 0.3774 -0.1733  C1 1.585, C8 1.553, H19 1.118, H20 1.099
8 C -2.7415 -0.6473 0.9652  C7 1.553, H21 1.113, H22 1.101, H23 1.105
9 H -1.0396 0.9093 -1.8519  C1 1.114
10 H -1.0626 -0.8077 -1.4009  C1 1.099
11 H -0.1471 1.1433 0.6068  N2 0.998
12 H 1.3589 0.1853 -1.5136  C3 1.108
13 H 1.7828 1.9294 0.2552  C4 1.115
14 H 2.2871 0.5403 1.2846  C4 1.102
15 H 4.3156 2.0597 1.0682  no bonds
16 H 0.7092 -2.0131 -0.8642  C6 1.113
17 H 2.4693 -1.7088 -0.5433  C6 1.084
18 H 1.3094 -1.7108 0.8249  C6 1.111
19 H -3.3856 0.3164 -0.8324  C7 1.118
20 H -2.5011 1.3898 0.2535  C7 1.099
21 H -1.9601 -0.5683 1.7537  C8 1.113
22 H -3.7148 -0.4242 1.4296  C8 1.101
23 H -2.7486 -1.6872 0.5924  C8 1.105

Output
2S+1: 1
E_HOMO: -8.75 eV
Total charge: 0

Mulliken charges in e: C -0.615; N -0.098; C 0.056; C -0.788; S -0.206; C -1.318; C -0.548; C -1.036; H 0.298; H 0.278; H 0.277; H 0.203; H 0.396; H 0.439; H 0.114; H 0.308; H 0.429; H 0.267; H 0.349; H 0.303; H 0.271; H 0.354; H 0.266

***

What should be chosen as the least stable of them? Choose version two.

***

Version one
One molecule with the formula C5H10BN, computed with ωB97M-V/def2-TZVPD.

Bonds (Å) are listed after each position.
CARTESIAN COORDINATES (ANGSTROEM)
1 B -0.4959 0.2931 -0.2463  C4 1.652, C5 1.629, N7 1.375
2 C -0.7759 -2.1047 -0.3040  C3 1.345, C4 1.479, H8 1.113
3 C 0.2563 -1.9056 0.5355  C2 1.345, N7 1.676, H9 1.075
4 C -1.3800 -0.9156 -0.9433  B1 1.652, C2 1.479, H10 1.188, H11 1.114
5 C -0.3790 1.8145 -0.8156  B1 1.629, H12 1.130, H13 1.120, H14 0.985
6 C 1.6332 0.1683 1.2998  N7 1.446, H15 1.095, H16 1.147, H17 1.119
7 N 0.4165 -0.2399 0.6338  B1 1.375, C3 1.676, C6 1.446
8 H -1.3408 -3.0153 -0.6040  C2 1.113
9 H 1.0731 -2.3186 1.0989  C3 1.075
10 H -2.5304 -0.7985 -0.6689  C4 1.188
11 H -1.3837 -0.9768 -2.0556  C4 1.114
12 H 0.2016 2.6223 -0.2803  C5 1.130
13 H -1.4323 2.0990 -1.0682  C5 1.120
14 H 0.2230 1.5951 -1.5641  C5 0.985
15 H 1.6423 -0.2434 2.3145  C6 1.095
16 H 2.5743 -0.2803 0.8222  C6 1.147
17 H 1.8441 1.2667 1.2784  C6 1.119

Output
2S+1: 1
E_HOMO: -8.77 eV
Total charge: 0

Mulliken charges in e: B 0.281; C -0.271; C -0.484; C -0.659; C -0.995; C -0.814; N -0.168; H 0.309; H 0.421; H 0.255; H 0.321; H 0.260; H 0.206; H 0.437; H 0.319; H 0.293; H 0.288

***

Version two
One molecule with the formula C5H10BN, computed with ωB97M-V/def2-TZVPD.

Bonds (Å) are listed after each position.
CARTESIAN COORDINATES (ANGSTROEM)
1 B 0.4064 0.8309 0.2557  C2 1.601, C5 1.528, N7 1.409
2 C -0.2283 1.1628 1.6871  B1 1.601, C3 1.339, H8 1.068
3 C -1.1466 0.2174 1.9208  C2 1.339, C4 1.460, H9 1.100
4 C -1.1830 -0.8464 0.9210  C3 1.460, N7 1.485, H10 1.126, H11 1.086
5 C 1.5443 1.3439 -0.6263  B1 1.528, H12 1.094, H13 1.079, H14 1.065
6 C -0.1481 -1.3133 -1.1547  N7 1.411, H15 1.082, H16 1.095, H17 1.049
7 N -0.1506 -0.4241 -0.0588  B1 1.409, C4 1.485, C6 1.411
8 H -0.2761 2.1397 2.1154  C2 1.068
9 H -1.7907 0.2793 2.8103  C3 1.100
10 H -1.0032 -1.9405 1.1152  C4 1.126
11 H -2.1279 -0.6761 0.4144  C4 1.086
12 H 1.5696 0.7534 -1.5472  C5 1.094
13 H 2.5337 1.1428 -0.2463  C5 1.079
14 H 1.5901 2.3787 -0.8740  C5 1.065
15 H -1.1101 -1.7416 -1.4058  C6 1.082
16 H 0.2910 -0.8328 -2.0349  C6 1.095
17 H 0.4824 -2.1046 -0.8775  C6 1.049

Output
2S+1: 1
E_HOMO: -8.96 eV
Total charge: 0

Mulliken charges in e: B 0.198; C -0.570; C -0.470; C -0.378; C -0.889; C -1.014; N -0.111; H 0.382; H 0.328; H 0.353; H 0.288; H 0.193; H 0.343; H 0.334; H 0.322; H 0.310; H 0.381

***

What should be chosen as the least stable of them? Choose version one.